Record 1
The following is a quantum chemistry calculation of the molecule C6H11O2, from OMol25.

## Properties
multiplicity: 2
Kohn-Sham gap (spin up / spin down): 11.39 / 7.14 eV
HOMO energy (spin up / spin down): -10.4686 / -10.3602 eV
<S²>: 0.7561
LUMO energy (spin up / spin down): 0.92 / -3.22 eV

Last column: Löwdin charge in e.
Geometry (Å):
O  1.65  1.42  -1.66  0.23
C  1.46  1.25  -0.43  -0.58
O  1.51  2.02  0.51  0.10
C  1.10  -0.29  -0.05  -0.04
C  -0.40  -0.31  0.29  -0.36
C  -1.22  -0.04  -1.00  -0.05
C  -0.77  -1.72  0.80  -0.22
C  -2.20  -1.76  1.40  -0.09
H  1.70  -0.55  0.82  0.12
H  1.40  -0.98  -0.83  0.12
H  -0.58  0.40  1.10  0.14
H  -1.18  -0.87  -1.69  0.09
H  -2.26  0.14  -0.77  0.07
H  -0.92  0.89  -1.46  0.07
H  0.08  -2.12  1.37  0.11
H  -0.86  -2.46  -0.01  0.11
H  -2.76  -0.95  0.93  0.06
H  -2.34  -1.50  2.46  0.07
H  -2.64  -2.73  1.24  0.07

---

Record 2
The following is a quantum chemistry calculation of a 2-piece molecular cluster, C9H14O overall, from OMol25.

## Properties
Kohn-Sham gap: 10.01 eV
HOMO energy: -9.1041 eV
LUMO energy: 0.91 eV

Last column: Löwdin charge in e.
Geometry (Å):
C  -2.79  -0.36  -1.01  -0.06
C  -2.44  -1.18  1.31  -0.05
C  -1.87  -0.79  0.10  -0.29
C  -1.66  -1.58  2.41  -0.07
C  -0.58  -1.12  -0.25  -0.05
C  -0.36  -1.87  2.06  -0.12
C  0.21  -1.66  0.79  -0.07
H  -3.47  -0.89  1.54  0.11
H  -1.94  -1.55  3.44  0.10
H  -2.69  0.64  -1.40  0.07
H  -3.80  -0.65  -0.72  0.07
H  -0.21  -0.95  -1.24  0.11
H  0.30  -2.31  2.76  0.08
H  1.19  -2.07  0.65  0.09
H  -2.66  -0.97  -1.92  0.08
C  2.35  2.12  -1.58  -0.36
C  2.77  1.29  -0.42  -0.11
O  2.45  3.50  -1.35  -0.07
H  3.02  1.99  -2.43  0.11
H  1.34  1.75  -1.93  0.12
H  1.88  0.94  0.13  0.06
H  2.21  3.77  -0.45  0.09
H  3.56  1.66  0.20  0.07
H  3.20  0.29  -0.69  0.09

---

Record 3
The following is a quantum chemistry calculation of C15H11ReS3SbSe4 as an isolated structure, from OMol25.

## Properties
charge: +1
Kohn-Sham gap (spin up / spin down): 5.63 / 5.42 eV
HOMO energy (spin up / spin down): -11.4449 / -11.4519 eV
LUMO energy (spin up / spin down): -5.81 / -6.03 eV

Last column: Löwdin charge in e.
Geometry (Å):
Re  1.27  0.31  1.21  0.38
S  4.24  -0.87  -2.39  0.67
C  2.88  -0.40  -1.60  -1.57
S  1.26  -0.58  -2.19  0.98
S  3.22  0.29  -0.05  0.56
Se  -1.98  -1.27  4.38  -0.01
Sb  0.18  -0.51  4.92  0.43
Se  1.93  -1.18  2.74  0.21
Se  0.69  2.39  2.08  0.22
Se  0.20  2.31  4.22  0.04
C  -1.02  -4.37  1.16  -0.04
C  -1.98  -3.42  1.48  -0.09
C  -1.85  -2.12  1.04  -0.08
C  -0.73  -1.73  0.28  -0.26
C  0.22  -2.71  -0.04  -0.09
C  0.07  -4.01  0.38  -0.05
C  -0.59  -0.31  -0.05  -0.21
C  0.32  0.32  -0.91  -0.64
C  0.08  1.72  -1.35  -0.32
C  1.05  2.72  -1.26  -0.11
C  0.80  3.98  -1.75  -0.05
C  -0.41  4.26  -2.37  -0.05
C  -1.38  3.28  -2.46  -0.05
C  -1.15  2.01  -1.95  -0.02
H  -1.12  -5.39  1.51  0.12
H  -2.83  -3.68  2.10  0.11
H  -2.61  -1.40  1.30  0.10
H  1.10  -2.45  -0.62  0.06
H  0.81  -4.74  0.11  0.12
H  -1.44  0.30  0.28  0.13
H  2.02  2.52  -0.81  0.06
H  1.56  4.75  -1.66  0.12
H  -0.60  5.25  -2.75  0.11
H  -2.32  3.49  -2.95  0.11
H  -1.88  1.23  -2.03  0.13

---

Record 4
The following is a quantum chemistry calculation of C37H33BrIN6O2Tb as an isolated structure, from OMol25.

## Properties
charge: +2
multiplicity: 7
Kohn-Sham gap (spin up / spin down): 5.58 / 5.61 eV
HOMO energy (spin up / spin down): -11.5381 / -11.5503 eV
<S²>: 12.6783
LUMO energy (spin up / spin down): -5.96 / -5.94 eV

Last column: Löwdin charge in e.
Geometry (Å):
Tb  12.46  11.59  9.36  1.46
C  14.09  8.11  6.64  -0.06
C  14.53  7.95  7.94  -0.31
N  15.25  6.81  8.17  0.12
C  15.66  6.26  9.22  -0.04
C  16.00  8.38  10.72  -0.25
C  16.56  8.56  12.13  -0.15
O  17.90  7.89  12.09  -0.06
C  14.75  9.23  10.16  -0.14
C  13.28  10.23  11.85  -0.17
N  13.56  11.47  11.44  -0.09
C  13.57  12.37  12.59  -0.33
C  14.26  12.02  13.77  -0.02
C  14.22  12.83  14.91  -0.08
C  13.54  14.02  14.93  -0.07
C  12.91  14.45  13.74  -0.10
C  13.06  13.68  12.53  -0.58
I  12.81  14.66  10.64  1.02
C  14.00  8.82  8.95  -0.27
O  12.98  9.56  8.60  -0.32
H  13.08  8.52  6.56  0.08
H  14.09  7.06  6.17  0.13
H  14.74  8.65  5.95  0.10
H  16.20  5.35  9.14  0.11
H  15.90  8.00  12.85  0.14
H  16.62  9.60  12.46  0.12
H  18.26  7.81  13.00  0.12
H  12.71  9.97  12.74  0.15
H  14.85  11.09  13.76  0.12
H  14.81  12.50  15.80  0.14
H  13.40  14.48  15.90  0.12
H  12.33  15.34  13.71  0.09
C  12.47  7.50  12.70  -0.03
C  13.61  7.83  11.80  -0.20
C  14.42  6.78  11.38  0.04
C  15.69  6.90  10.64  -0.20
C  16.85  9.40  9.89  0.08
C  15.96  10.32  9.61  0.00
N  13.89  9.17  11.31  0.05
C  15.97  11.58  8.86  -0.17
C  17.20  12.10  8.42  0.02
C  17.27  13.22  7.58  0.01
C  16.04  13.70  7.09  0.05
C  14.81  13.05  7.54  -0.23
N  14.75  12.11  8.47  0.05
C  13.60  13.43  6.84  -0.22
C  13.66  13.86  5.49  0.02
C  12.52  14.38  4.88  0.00
C  11.30  14.11  5.46  0.00
C  11.26  13.53  6.74  -0.31
C  10.03  13.59  7.54  -0.05
N  12.41  13.06  7.34  0.00
H  11.57  8.01  12.43  0.04
H  12.71  7.66  13.80  0.12
H  12.25  6.39  12.63  0.12
H  14.24  5.77  11.74  0.14
H  16.44  6.38  11.17  0.13
H  17.89  9.38  9.65  0.13
H  18.12  11.53  8.75  0.15
H  18.23  13.66  7.26  0.14
H  15.94  14.46  6.37  0.10
H  14.54  13.66  4.94  0.11
H  12.55  14.91  3.94  0.12
H  10.40  14.53  4.94  0.15
H  9.23  13.19  6.89  0.10
H  9.83  14.65  7.95  0.14
H  10.10  12.92  8.39  0.01
C  9.20  10.95  14.14  -0.03
C  9.49  10.68  12.69  -0.24
C  9.13  9.37  12.16  0.02
C  9.40  9.12  10.83  -0.08
C  9.97  10.11  10.01  -0.65
Br  9.97  9.93  8.06  0.88
N  10.45  11.27  10.54  -0.14
C  10.04  11.58  11.83  -0.06
H  8.15  11.34  14.19  0.12
H  9.82  11.74  14.56  0.08
H  9.43  10.10  14.76  0.08
H  8.64  8.66  12.91  0.16
H  9.08  8.16  10.43  0.13
H  10.18  12.62  12.12  0.13

---

Record 5
The following is a quantum chemistry calculation of an isolated ion of composition C8H14NO2 and charge +1, from OMol25.

## Properties
charge: +1
Kohn-Sham gap: 9.99 eV
HOMO energy: -12.7877 eV
LUMO energy: -2.80 eV

Last column: Löwdin charge in e.
Geometry (Å):
C  -1.47  1.07  3.05  -0.05
C  -0.27  0.99  2.30  0.02
C  -2.27  0.08  2.66  -0.07
C  -0.45  -0.08  1.44  -0.23
C  1.67  0.19  0.27  0.01
C  -0.70  0.85  -1.17  0.03
C  0.53  -1.15  -2.02  0.04
C  0.44  -0.67  0.37  -0.45
N  -0.28  -0.51  -0.93  -0.10
O  -1.71  -0.62  1.62  0.03
O  0.70  -2.05  0.53  0.08
H  -1.75  1.83  3.74  0.12
H  0.61  1.69  2.19  0.14
H  -3.34  -0.21  2.79  0.16
H  2.20  0.16  -0.68  0.10
H  1.54  1.29  0.48  0.11
H  2.42  -0.09  1.07  0.14
H  -1.28  1.13  -0.28  0.13
H  0.16  1.42  -1.17  0.08
H  -0.97  1.12  -2.14  0.11
H  1.06  -0.31  -2.49  0.12
H  1.26  -1.83  -1.75  0.08
H  -0.05  -1.87  -2.68  0.14
H  -1.17  -0.91  -0.96  0.15
H  -0.05  -2.56  0.82  0.13

---

Record 6
The following is a quantum chemistry calculation of a 2-piece molecular cluster, C4H12NO overall, from OMol25.

## Properties
charge: +1
multiplicity: 3
Kohn-Sham gap (spin up / spin down): 11.40 / 7.99 eV
HOMO energy (spin up / spin down): -14.2069 / -15.0038 eV
<S²>: 2.0095
LUMO energy (spin up / spin down): -2.81 / -7.01 eV

Last column: Löwdin charge in e.
Geometry (Å):
C  -0.24  -0.86  -1.46  -0.03
C  1.57  0.45  -0.65  -0.06
C  0.39  -1.02  0.93  -0.01
C  -1.06  1.68  1.37  -0.15
N  0.40  -0.29  -0.30  -0.30
O  -0.71  1.39  0.12  0.05
H  -1.32  -1.16  -1.14  0.14
H  -0.26  -0.14  -2.36  0.13
H  0.22  -1.64  -1.94  0.07
H  1.90  1.16  0.15  0.11
H  2.46  -0.21  -0.90  0.14
H  1.47  1.06  -1.69  0.16
H  1.19  -1.66  0.96  0.08
H  0.40  -0.12  1.68  0.13
H  -0.60  -1.67  1.04  0.16
H  -0.35  1.95  2.19  0.15
H  -1.86  0.96  1.69  0.16
H  -1.49  2.63  1.27  0.08

---

Record 7
The following is a quantum chemistry calculation of C22H23F5IN8O3S3Zr as an isolated structure, from OMol25.

## Properties
charge: +1
Kohn-Sham gap: 7.41 eV
HOMO energy: -10.6119 eV
LUMO energy: -3.20 eV

Last column: Löwdin charge in e.
Geometry (Å):
Zr  0.21  -0.59  -0.51  1.31
C  5.59  -2.79  -1.12  0.03
C  4.96  -1.53  -1.61  -0.29
N  5.54  -0.63  -2.36  0.14
N  4.56  0.31  -2.68  0.06
C  3.43  0.03  -1.98  -0.75
S  2.03  0.94  -1.92  0.70
N  3.66  -1.13  -1.34  -0.07
N  2.63  -1.80  -0.66  0.05
H  6.21  -3.32  -1.83  0.10
H  4.81  -3.42  -0.86  0.05
H  6.17  -2.54  -0.26  0.08
H  4.71  1.17  -3.20  0.17
H  2.22  -2.59  -1.18  0.09
H  2.97  -2.18  0.21  0.03
F  -4.74  1.92  -4.83  0.15
C  -4.16  1.23  -3.87  -0.14
C  -2.79  1.22  -3.74  -0.11
F  -1.97  1.82  -4.64  0.11
C  -2.23  0.64  -2.59  -0.20
F  -0.87  0.62  -2.42  -0.09
C  -3.00  0.01  -1.59  -0.52
S  -2.31  -0.79  -0.18  0.67
C  -4.38  0.08  -1.81  -0.27
F  -5.13  -0.53  -0.89  0.08
C  -4.97  0.73  -2.86  -0.15
F  -6.29  0.81  -2.85  0.15
C  0.21  -1.61  1.44  -0.31
H  0.87  -1.14  2.15  0.00
H  0.61  -2.63  1.42  -0.02
H  -0.76  -1.62  1.83  -0.06
C  -5.40  4.13  -0.48  -0.05
C  -4.49  5.21  -0.38  -0.04
C  -3.17  4.87  -0.30  -0.14
N  -2.76  3.63  0.04  0.07
C  -3.67  2.70  0.11  -0.18
C  -5.02  2.84  -0.20  -0.06
H  -6.45  4.34  -0.68  0.11
H  -4.86  6.20  -0.54  0.10
H  -2.29  5.55  -0.33  0.12
H  -3.43  1.63  0.31  0.07
H  -5.74  2.05  -0.11  0.11
O  -1.19  -1.63  -4.17  -0.49
S  -0.31  -2.51  -3.45  0.80
N  0.27  -1.98  -2.14  -0.60
N  -1.61  3.03  3.16  0.04
C  -0.87  1.95  2.63  -0.17
C  -0.29  2.24  1.23  -0.47
O  0.10  3.44  0.92  0.16
O  0.06  1.30  0.52  -0.17
H  -1.34  3.25  4.11  0.09
H  -2.58  2.76  3.18  0.09
H  -0.26  4.03  1.67  0.16
H  -1.33  0.97  2.68  0.12
H  0.08  1.81  3.16  0.15
I  4.97  -0.74  2.80  0.83
C  4.02  -2.65  2.96  -0.76
C  4.35  -3.40  4.03  -0.17
C  3.69  -4.58  4.21  -0.04
C  2.83  -5.04  3.20  -0.06
C  2.68  -4.30  2.08  -0.12
N  3.28  -3.05  1.90  0.00
H  5.05  -3.02  4.81  0.12
H  3.68  -5.13  5.12  0.11
H  2.29  -5.98  3.35  0.12
H  1.92  -4.61  1.35  0.12

---

Number 1: calculated total energy -385.62119 Eh. Number 2: calculated total energy -426.52358 Eh. Number 3: calculated total energy -11696.76120 Eh. Number 4: calculated total energy -5604.32834 Eh. Number 5: calculated total energy -518.14527 Eh. Number 6: calculated total energy -289.12936 Eh. Number 7: calculated total energy -3554.34694 Eh.